ORCA calculation (wB97M-V/def2-TZVPD) on a molecular structure, C18H35AsGdN5O8S at a distorted geometry.

The expectation value of S² is 16.003. The electronic energy is -135576.5297 eV. The multiplicity is 8. The calculation puts the energy relative to the best compared isomer or geometry (same formula, charge and spin) at 34.1 kcal/mol.

```
69
Properties=species:S:1:pos:R:3:lowdin_spin:R:1
Gd -0.910 -0.515 -0.190 6.825
N -0.100 -2.988 0.487 0.006
C 0.837 -3.372 1.544 0.001
C 0.745 -2.380 2.712 0.001
N 0.665 -1.014 2.196 0.001
C 1.262 -0.015 3.069 0.001
C 1.085 1.363 2.422 0.000
N -0.288 1.506 1.926 0.000
H 0.010 -3.614 -0.310 0.001
H -1.062 -3.125 0.816 -0.001
H 0.640 -4.387 1.920 0.001
H 1.847 -3.351 1.127 0.000
H -0.141 -2.623 3.315 0.000
H 1.634 -2.497 3.340 0.000
H -0.340 -0.791 2.193 -0.002
H 0.796 -0.011 4.069 0.000
H 2.332 -0.220 3.188 0.000
H 1.354 2.140 3.154 0.000
H 1.749 1.434 1.557 0.000
H -0.932 1.488 2.721 0.000
H -0.399 2.409 1.467 0.000
O -3.055 0.191 3.680 0.005
As -3.303 0.070 1.824 0.002
O -4.791 -0.533 1.768 0.002
O -2.022 -0.944 1.545 0.058
C -3.261 2.027 1.550 0.000
C -3.443 2.882 2.631 0.000
C -3.580 4.248 2.426 0.000
C -3.544 4.770 1.140 0.000
C -3.368 3.919 0.060 0.000
C -3.250 2.560 0.280 0.001
S -2.731 1.476 -1.032 0.000
O -3.215 1.936 -2.299 -0.001
O -3.111 0.110 -0.671 0.004
O -1.258 1.601 -0.864 0.006
H -3.609 -0.504 4.042 0.000
H -3.457 2.453 3.624 0.000
H -3.722 4.910 3.270 0.000
H -3.646 5.833 0.978 0.000
H -3.333 4.281 -0.955 0.000
C 4.046 -1.142 0.267 0.000
C 3.066 -1.565 -0.829 0.001
N 2.956 -0.549 -1.857 0.002
C 3.803 -0.688 -3.021 0.000
C 3.155 -1.524 -4.124 0.000
C 2.066 0.445 -1.700 -0.001
C 1.950 1.489 -2.780 0.000
N 1.376 0.528 -0.602 0.001
H 4.137 -1.923 1.016 0.000
H 3.677 -0.240 0.746 0.000
H 5.035 -0.944 -0.147 0.000
H 2.068 -1.703 -0.392 0.000
H 3.402 -2.493 -1.299 0.000
H 4.736 -1.158 -2.695 0.000
H 4.057 0.299 -3.411 0.000
H 3.037 -2.553 -3.801 0.000
H 3.774 -1.501 -5.017 0.000
H 2.169 -1.138 -4.369 0.000
H 2.800 2.171 -2.756 0.000
H 1.038 2.054 -2.602 0.000
H 1.880 1.044 -3.769 0.000
H 0.830 1.392 -0.624 -0.001
C -2.405 -1.618 -3.689 0.008
C -1.543 -1.536 -2.446 0.002
O -0.543 -0.763 -2.432 0.021
O -1.814 -2.253 -1.456 0.053
H -1.772 -1.641 -4.572 0.000
H -3.023 -0.721 -3.721 0.001
H -3.042 -2.497 -3.636 0.000
```